A 2-piece molecular cluster, C3H8S2 overall. Source: the Open Molecules 2025 dataset; level of theory: ωB97M-V with the def2-TZVPD basis set.

Structure (ORCA input):
```
! wB97M-V def2-TZVPD RIJCOSX def2/J DEFGRID3
* xyz 0 1
C 1.86476 -1.53188 -1.51802
C 0.70461 -0.85665 -1.55340
C -0.43572 -0.95166 -0.58279
H 2.31831 -1.72673 -2.48285
H 2.25313 -1.88933 -0.57229
H 0.54457 -0.19510 -2.40346
H -1.21015 -1.61439 -0.96807
H -0.20879 -1.30394 0.43075
H -0.89365 0.04102 -0.48971
S -2.22721 3.06632 2.37845
S -1.08740 1.80405 3.49718
H -1.77599 3.00827 1.13437
H 0.15353 2.15004 3.12984
*
```

## Properties
- SMILES string: C=CC.SS
- HOMO level: -8.93 eV
- LUMO: 0.335 eV
- DFT total energy: -24909.652 eV